ORCA calculation (ωB97M-V/def2-TZVPD) on C34H57N16O5P as an isolated structure at a distorted geometry.

Summary:
HOMO level (eV): -7.1
Total energy (eV): -79542.7330

```
113
C34H57N16O5P | the OMol25 dataset | ωB97M-V/def2-TZVPD
C 5.359 -1.108 -0.618
N 3.873 -0.936 -0.406
C 3.223 -1.652 -1.516
O 1.778 -1.563 -1.521
P 1.256 0.020 -1.833
O 0.144 0.006 -2.939
O 2.545 0.944 -2.480
O 0.788 0.645 -0.326
C -0.636 0.787 -0.190
C -1.434 -0.605 -0.249
O -1.219 -1.488 0.573
N -2.380 -0.721 -1.343
C -2.811 -2.125 -1.550
C -3.523 0.224 -1.194
H 5.775 -0.336 -1.342
H 5.523 -2.151 -1.040
H 5.856 -1.021 0.390
H 3.740 0.080 -0.459
H 3.469 -2.756 -1.369
H 3.649 -1.393 -2.548
H 2.613 0.614 -3.406
H -0.848 1.205 0.850
H -1.099 1.534 -0.908
H -1.858 -2.748 -1.611
H -3.522 -2.502 -0.755
H -3.275 -2.164 -2.591
H -4.423 -0.138 -1.779
H -3.758 0.465 -0.117
H -3.209 1.195 -1.708
C 7.976 -5.195 -0.642
C 7.326 -4.315 -1.612
N 6.816 -3.623 -2.372
H 7.341 -5.371 0.228
H 8.209 -6.169 -1.076
H 8.914 -4.768 -0.277
C -6.486 -3.807 -2.191
C -6.378 -2.571 -1.423
N -6.284 -1.599 -0.820
H -5.665 -4.492 -1.969
H -7.416 -4.335 -1.973
H -6.466 -3.616 -3.264
C 7.891 0.574 2.379
C 7.951 0.700 0.925
N 7.999 0.800 -0.217
H 6.879 0.344 2.719
H 8.545 -0.222 2.740
H 8.197 1.497 2.874
C -10.013 -2.951 0.603
C -10.024 -2.812 -0.852
N -10.030 -2.703 -1.994
H -11.007 -3.182 0.991
H -9.344 -3.752 0.923
H -9.678 -2.034 1.089
C 12.286 -4.076 -0.348
C 11.217 -4.563 0.522
N 10.377 -4.945 1.205
H 12.257 -4.561 -1.326
H 12.207 -3.000 -0.516
H 13.270 -4.268 0.082
C -8.630 -6.091 -4.981
C -7.338 -5.431 -5.157
N -6.324 -4.912 -5.295
H -9.193 -5.654 -4.153
H -9.249 -6.004 -5.876
H -8.510 -7.155 -4.769
C -2.252 3.772 3.045
C -2.272 3.918 1.591
N -2.288 4.034 0.449
H -3.248 3.568 3.443
H -1.605 2.950 3.358
H -1.887 4.673 3.533
C -2.968 -6.482 -1.642
C -4.304 -7.072 -1.579
N -5.354 -7.535 -1.530
H -2.190 -7.239 -1.528
H -2.796 -5.980 -2.596
H -2.819 -5.741 -0.853
C -4.220 7.477 4.061
C -3.396 6.603 4.892
N -2.747 5.912 5.543
H -3.610 8.157 3.467
H -4.838 6.905 3.366
H -4.893 8.089 4.664
C -4.122 8.915 0.140
C -4.630 9.514 1.373
N -5.029 9.983 2.342
H -3.231 8.311 0.325
H -4.865 8.264 -0.325
H -3.852 9.676 -0.594
C 1.309 4.278 4.607
C 0.636 5.194 3.691
N 0.106 5.917 2.969
H 0.720 4.106 5.510
H 1.486 3.303 4.145
H 2.282 4.667 4.924
C -0.604 -1.170 -6.969
C -0.446 -0.963 -5.527
N -0.321 -0.790 -4.384
H -0.125 -2.096 -7.294
H -1.656 -1.232 -7.251
H -0.160 -0.355 -7.545
C 4.948 2.815 6.859
C 4.263 4.066 6.544
N 3.723 5.048 6.297
H 6.030 2.953 6.911
H 4.625 2.412 7.821
H 4.754 2.051 6.103
C 2.835 3.799 0.971
C 3.663 2.922 1.798
N 4.311 2.233 2.449
H 3.444 4.482 0.375
H 2.214 3.230 0.277
H 2.164 4.411 1.580
```